No. 1
Here is 2 unconnected molecules or ions with the total composition C4H6OS from the OMol25 dataset. Energies are from the ωB97M-V functional and the def2-TZVPD basis.

Last column: natural (NBO) charge in e.
Geometry (Å):
C  1.065  0.740  0.145  -0.1886
C  -0.140  1.111  -0.275  -0.2709
C  1.095  -0.746  0.296  -0.1052
C  -0.954  -0.097  -0.430  0.0883
O  -0.222  -1.175  -0.043  -0.5237
S  -2.619  -0.061  0.211  0.0050
H  1.910  1.361  0.375  0.2255
H  -0.522  2.091  -0.486  0.2385
H  1.818  -1.228  -0.373  0.1956
H  1.309  -1.064  1.325  0.1990
H  -1.240  -0.244  -2.148  -0.0014
H  -2.852  -1.356  -0.001  0.1381

## Properties
- Charge: 0
- E_HOMO: -8.3 eV



No. 2
Here is C4H6OS in the gas phase from the OMol25 dataset. Energies are from the ωB97M-V functional and the def2-TZVPD basis.

Last column: natural (NBO) charge in e.
Geometry (Å):
C  -0.601  1.386  -0.525  -0.6325
C  -0.644  0.028  0.144  -0.3730
C  0.507  -1.023  -0.284  -0.5334
C  1.194  -0.671  1.017  0.4967
H  0.384  1.637  -0.600  0.2159
H  -1.406  2.026  -0.114  0.2350
H  -1.184  1.104  -1.512  0.2016
H  -1.574  -0.756  -0.143  0.2258
H  1.186  -0.656  -1.122  0.2443
H  0.275  -2.144  -0.130  0.2627
O  2.052  -1.284  1.492  -0.5021
S  -0.189  0.354  1.776  0.1590

## Properties
- Charge: 0
- SMILES: C[C@H]1CC(=O)S1
- E_HOMO: -9.2 eV



No. 3
Here is C4H6OS in the gas phase from the OMol25 dataset. Energies are from the ωB97M-V functional and the def2-TZVPD basis.

Last column: natural (NBO) charge in e.
Geometry (Å):
C  -1.322  -0.531  0.811  -0.1292
C  -0.658  -0.672  -0.501  0.0164
C  0.589  -0.049  -0.743  -0.3329
C  1.423  0.948  0.246  -0.4913
H  -0.854  0.210  1.476  0.1854
H  -2.228  -1.060  1.177  0.2127
H  -0.876  -1.517  -1.130  0.2009
H  0.768  0.227  -1.831  0.2337
H  0.807  1.254  1.009  0.2076
H  2.044  1.686  -0.239  0.2268
O  -1.699  0.234  -0.374  -0.4991
S  2.006  -0.730  0.099  0.1691

## Properties
- Charge: 0
- SMILES: C1O[C@H]1[C@H]1CS1
- E_HOMO: -9.0 eV



No. 4
Here is C4H6OS in the gas phase from the OMol25 dataset. Energies are from the ωB97M-V functional and the def2-TZVPD basis.

Last column: natural (NBO) charge in e.
Geometry (Å):
C  2.798  0.416  -0.075  -0.4011
C  1.844  -0.371  0.330  -0.3073
C  -1.268  -0.270  0.439  -0.0253
C  -2.559  0.347  -0.047  -0.7281
O  -0.816  -1.392  -0.333  -0.6591
S  0.241  -0.245  -0.702  0.7785
H  3.643  0.378  0.513  0.2119
H  2.816  0.928  -1.033  0.2126
H  1.967  -1.009  1.222  0.2390
H  -2.859  0.111  -1.035  0.1984
H  -2.665  1.452  0.255  0.2376
H  -3.145  -0.346  0.467  0.2429

## Properties
- Charge: 0
- E_HOMO: -7.6 eV



No. 5
Here is C4H6OS2 in the gas phase from the OMol25 dataset. Energies are from the ωB97M-V functional and the def2-TZVPD basis.

Last column: natural (NBO) charge in e.
Geometry (Å):
C  -1.833  -0.267  0.402  0.1888
C  -0.525  0.590  0.721  -0.4460
C  1.984  0.107  -0.212  -0.6300
C  -0.527  -0.677  -0.183  -0.4310
H  -2.575  0.346  -1.349  0.4849
H  -2.158  -0.728  1.326  0.2142
H  -0.254  0.339  1.743  0.2166
H  2.511  0.145  -1.159  0.2215
H  2.720  0.122  0.568  0.2171
H  -0.645  -0.331  -1.238  0.1969
O  -2.877  0.033  -0.421  -0.6738
S  0.770  1.577  -0.065  0.2116
S  1.032  -1.495  0.010  0.2290

## Properties
- Charge: 0
- SMILES: OC1[C@@H]2SCS[C@@H]12
- E_HOMO: -8.7 eV



No. 6
Here is C4H6OS3 in the gas phase from the OMol25 dataset. Energies are from the ωB97M-V functional and the def2-TZVPD basis.

Last column: natural (NBO) charge in e.
Geometry (Å):
C  -0.579  0.713  -0.222  -0.3757
C  0.742  0.420  0.528  0.0107
C  0.281  -1.022  0.665  -0.1066
C  -0.759  -0.792  -0.423  -0.3729
H  -0.360  2.935  -0.949  0.1332
H  -1.252  1.042  0.618  0.2400
H  1.501  0.520  -0.243  0.1920
H  1.594  0.631  2.257  0.4928
H  -1.720  -1.266  -0.264  0.2466
H  -0.237  -2.680  -1.696  0.1450
O  1.004  1.133  1.656  -0.6994
S  -0.658  1.839  -1.608  0.0111
S  0.534  -2.121  1.765  0.1155
S  -0.093  -1.353  -2.086  -0.0324

## Properties
- Charge: 0
- SMILES: O[C@H]1C(=S)[C@H](S)[C@@H]1S
- E_HOMO: -9.0 eV



No. 7
Here is a molecular structure, C4H6P2 from the OMol25 dataset. Energies are from the ωB97M-V functional and the def2-TZVPD basis.

Last column: natural (NBO) charge in e.
Geometry (Å):
C  -1.098  -1.611  0.958  -0.1593
C  0.220  -1.546  1.121  -0.2233
C  -0.649  0.272  0.424  -0.4907
C  0.689  -0.274  0.645  -0.4888
P  0.092  -0.058  -1.209  0.4777
P  0.842  2.066  -1.600  -0.0473
H  -1.932  -2.107  1.411  0.2172
H  0.688  -2.367  1.533  0.1986
H  -1.280  1.172  0.762  0.2604
H  1.632  0.156  1.121  0.2594
H  -0.387  2.458  -2.208  -0.0041
H  1.183  1.839  -2.958  0.0002

## Properties
- Charge: 0
- E_HOMO: -8.5 eV



No. 8
Here is C4H6S in the gas phase from the OMol25 dataset. Energies are from the ωB97M-V functional and the def2-TZVPD basis.

Last column: natural (NBO) charge in e.
Geometry (Å):
C  1.184  0.314  0.334  -0.1326
C  0.259  1.170  -0.169  -0.1339
C  0.306  -0.978  -0.185  -0.4588
C  -0.753  0.074  -0.660  -0.4005
S  -2.374  0.128  0.204  -0.0103
H  2.166  0.385  0.611  0.1728
H  0.070  2.186  -0.284  0.1823
H  0.857  -1.574  -0.911  0.2197
H  0.040  -1.701  0.498  0.2190
H  -0.854  0.018  -1.813  0.2312
H  -2.975  -0.450  -0.775  0.1111

## Properties
- Charge: 0
- ⟨S²⟩: 2.01
- E_HOMO (spin up / spin down): -5.5 / -9.2 eV
- Spin multiplicity: 3



No. 9
Here is C4H6S3 in the gas phase from the OMol25 dataset. Energies are from the ωB97M-V functional and the def2-TZVPD basis.

Last column: natural (NBO) charge in e.
Geometry (Å):
C  2.086  0.343  0.651  -0.5675
C  0.659  0.826  0.301  -0.3589
C  -1.857  0.031  -0.064  -0.3998
C  -2.683  -0.888  -0.447  -0.3661
H  2.351  -0.498  -1.527  0.1198
H  2.816  1.063  0.524  0.2353
H  2.260  -0.099  1.673  0.2427
H  -2.060  1.095  -0.089  0.2407
H  -2.416  -1.938  -0.317  0.1995
H  -3.652  -0.659  -0.838  0.2093
S  2.441  -1.143  -0.372  -0.0225
S  0.491  2.310  -0.227  0.0610
S  -0.436  -0.442  0.731  0.4065

## Properties
- Charge: 0
- SMILES: C=CSC(=S)CS
- E_HOMO: -8.7 eV



No. 10
Here is C4H6S4 in the gas phase from the OMol25 dataset. Energies are from the ωB97M-V functional and the def2-TZVPD basis.

Last column: natural (NBO) charge in e.
Geometry (Å):
C  0.756  0.727  -0.473  -0.4883
C  -0.302  -0.050  0.510  -0.3700
C  -0.269  -1.273  -0.189  -0.1678
C  -0.004  0.047  1.892  -0.2919
H  0.822  0.033  -2.628  0.1515
H  0.813  1.598  0.043  0.2281
H  1.667  0.236  -0.313  0.2257
H  -2.247  0.421  -0.795  0.1935
H  0.574  -1.874  0.153  0.2121
H  0.484  1.113  2.268  0.2377
S  0.095  1.112  -2.110  0.0433
S  -1.879  0.974  0.502  -0.0438
S  -0.973  -1.853  -1.696  -0.0343
S  0.463  -1.212  2.836  0.1042

## Properties
- Charge: 0
- SMILES: S=CC(S)(C=S)CS
- E_HOMO: -8.8 eV



No. 11
Here is a molecular structure, C4H7AgO from the OMol25 dataset. Energies are from the ωB97M-V functional and the def2-TZVPD basis.

Last column: natural (NBO) charge in e.
Geometry (Å):
C  -0.506  1.123  0.266  -0.4634
C  0.241  0.138  -0.619  -0.1904
C  1.013  -0.950  -0.119  0.2341
O  2.360  -0.993  -0.144  -0.6586
Ag  2.674  0.394  -1.396  0.9286
H  0.035  1.483  1.153  0.2537
H  0.281  0.350  -1.697  0.2358
H  -1.028  1.878  -0.337  0.2558
H  0.622  -1.964  -0.283  0.2141
C  -1.353  -0.089  0.618  -0.5454
H  -1.655  -0.063  1.670  0.2655
H  -2.252  -0.189  -0.001  0.2615
H  -0.432  -1.118  0.889  0.2086

## Properties
- Charge: +1
- ⟨S²⟩: 0.76
- E_HOMO (spin up / spin down): -13.1 / -14.9 eV
- Spin multiplicity: 2



No. 12
Here is a molecular structure, C4H7BO2S from the OMol25 dataset. Energies are from the ωB97M-V functional and the def2-TZVPD basis.

Last column: natural (NBO) charge in e.
Geometry (Å):
B  -0.441  -1.599  -0.019  1.0643
C  -0.668  0.872  0.040  -0.1713
C  2.150  0.073  0.213  -0.3073
C  0.129  -0.186  0.129  -0.3148
C  -0.430  2.343  0.046  -0.6550
O  -0.078  -2.552  0.918  -0.8907
O  -1.199  -1.989  -1.105  -0.8838
S  2.692  0.570  -1.215  0.0954
H  -1.673  0.493  -0.227  0.2097
H  2.679  0.051  1.206  0.2078
H  -0.552  2.739  1.085  0.2274
H  -1.100  2.954  -0.639  0.2262
H  0.545  2.516  -0.249  0.2225
H  -0.273  -3.506  0.651  0.4851
H  -1.781  -2.778  -0.834  0.4844

## Properties
- Charge: 0
- E_HOMO: -8.2 eV



No. 13
Here is C4H7BOS in the gas phase from the OMol25 dataset. Energies are from the ωB97M-V functional and the def2-TZVPD basis.

Last column: natural (NBO) charge in e.
Geometry (Å):
B  0.570  0.504  0.127  0.6657
C  1.949  2.386  0.436  0.1052
C  0.893  2.775  1.238  -0.4502
C  -1.386  -1.202  -0.440  -0.6037
C  0.096  -1.018  -0.421  -0.7085
O  1.747  1.176  -0.107  -0.6412
S  -0.356  1.510  1.328  0.0897
H  2.756  2.940  0.049  0.2054
H  0.943  3.683  1.971  0.2520
H  -1.650  -2.065  -0.955  0.2148
H  -1.905  -1.303  0.661  0.1894
H  -1.910  -0.255  -0.565  0.2218
H  0.635  -1.605  0.333  0.2310
H  0.402  -1.349  -1.343  0.2285

## Properties
- Charge: 0
- SMILES: CCB1OC=CS1
- E_HOMO: -8.8 eV



No. 14
Here is 2 unconnected molecules or ions with the total composition C4H7Br2N2 from the OMol25 dataset. Energies are from the ωB97M-V functional and the def2-TZVPD basis.

Last column: natural (NBO) charge in e.
Geometry (Å):
C  1.325  0.116  0.730  0.2912
C  -1.481  0.786  -1.660  0.1020
C  0.734  -2.212  1.270  -0.3167
C  1.590  1.461  0.988  -0.6909
N  1.102  -0.993  1.024  -0.2378
N  -1.859  -0.467  -1.537  -0.6426
Br  -0.364  1.318  -3.007  0.3127
Br  -1.157  -2.379  1.286  0.0020
H  -2.084  1.573  -1.072  0.2779
H  1.417  -2.881  1.646  0.2341
H  0.798  2.135  0.440  0.2386
H  2.529  1.725  0.707  0.2672
H  1.419  1.557  2.069  0.2397
H  -2.143  -0.627  -0.573  0.4607
H  -1.826  -1.112  -2.312  0.4621

## Properties
- Charge: +1
- E_HOMO: -10.3 eV



No. 15
Here is 2 unconnected molecules or ions with the total composition C4H7BrF2S from the OMol25 dataset. Energies are from the ωB97M-V functional and the def2-TZVPD basis.

Last column: natural (NBO) charge in e.
Geometry (Å):
C  -0.019  -0.551  -0.497  -0.6239
C  0.652  0.411  0.462  -0.5315
C  -2.651  -1.984  1.943  -0.5135
C  -1.425  0.504  2.217  0.4976
F  -2.049  0.850  3.371  -0.3405
F  -1.976  1.328  1.308  -0.3428
S  0.276  0.144  2.230  0.2652
Br  -1.207  -3.039  2.421  0.0985
H  0.167  -0.235  -1.610  0.2190
H  0.385  -1.509  -0.556  0.2133
H  -1.033  -0.661  -0.102  0.2208
H  0.380  1.439  0.142  0.2305
H  1.732  0.416  0.296  0.2360
H  -3.009  -1.917  1.016  0.1656
H  -3.313  -1.491  2.706  0.2057

## Properties
- Charge: 0
- E_HOMO (spin up / spin down): -7.8 / -8.2 eV



No. 16
Here is C4H7BrN2S in the gas phase from the OMol25 dataset. Energies are from the ωB97M-V functional and the def2-TZVPD basis.

Last column: natural (NBO) charge in e.
Geometry (Å):
C  -1.808  0.027  -1.432  -0.4547
C  0.323  0.029  0.424  0.2155
C  0.620  1.192  1.292  -0.6925
C  1.427  -1.046  0.213  -0.4634
N  -1.925  -0.452  -0.090  -0.0203
N  -0.908  -0.581  0.584  -0.1429
S  -0.351  0.969  -1.794  -0.1332
Br  1.049  -2.250  -1.345  0.0006
H  -1.824  -0.845  -1.960  0.2286
H  -2.583  0.577  -1.795  0.2323
H  0.781  0.772  2.356  0.2329
H  -0.315  1.935  1.506  0.2567
H  1.484  1.857  1.070  0.2598
H  1.647  -1.715  1.007  0.2387
H  2.382  -0.470  -0.036  0.2420

## Properties
- Charge: 0
- E_HOMO: -8.3 eV



No. 17
Here is 2 unconnected molecules or ions with the total composition C4H7BrN3O2 from the OMol25 dataset. Energies are from the ωB97M-V functional and the def2-TZVPD basis.

Last column: natural (NBO) charge in e.
Geometry (Å):
C  0.211  0.557  -0.802  0.7643
C  1.893  -0.265  0.463  -0.2324
C  1.519  1.175  1.021  -0.2259
C  -2.843  -0.727  -0.920  -0.1207
N  1.080  -0.464  -0.752  -0.5942
N  0.535  1.555  0.005  -0.5995
N  -1.888  -1.395  -0.187  0.4129
O  -1.689  -2.534  -0.556  -0.3233
O  -1.338  -0.716  0.679  -0.4442
Br  -3.313  0.901  -0.289  0.2510
H  2.931  -0.304  0.312  0.2347
H  1.651  -0.979  1.249  0.2404
H  1.119  1.341  2.065  0.2593
H  2.450  1.890  0.795  0.2364
H  -3.401  -1.124  -1.773  0.2619
H  1.099  -1.269  -1.231  0.4389
H  -0.017  2.358  -0.080  0.4404

## Properties
- Charge: +1
- E_HOMO (spin up / spin down): -14.5 / -13.2 eV



No. 18
Here is 2 unconnected molecules or ions with the total composition C4H7BrNO2 from the OMol25 dataset. Energies are from the ωB97M-V functional and the def2-TZVPD basis.

Last column: natural (NBO) charge in e.
Geometry (Å):
C  -2.845  -1.555  0.186  0.9367
C  -0.033  -0.650  -1.196  -0.7343
C  0.429  0.776  0.798  -0.7343
C  -0.478  -0.166  0.123  0.4798
N  -1.542  -0.619  0.698  -0.5954
O  -2.746  -1.900  -0.951  -0.6806
O  -3.592  -1.624  1.118  -0.6908
Br  3.308  -0.948  0.157  -0.9255
H  0.959  -1.100  -1.043  0.3058
H  0.113  0.179  -1.885  0.2273
H  -0.723  -1.374  -1.613  0.2626
H  1.409  0.265  0.895  0.3250
H  0.072  1.089  1.777  0.2002
H  0.626  1.646  0.175  0.2346
H  -1.743  -0.294  1.639  0.3890

## Properties
- Charge: -1
- E_HOMO: -4.5 eV



Computed ΔE to the lowest compared entry with this formula, charge and spin (kcal/mol) in order:
80.7 61.5 68.1 136.7 72.7 31.1 83.3 33.2 20.4 80.3 99.2 78.9 8.6 113.2 23.6 39.8 161.7 0.0